{"formula": "C5H10O2", "method": "ωB97M-V/def2-TZVPD", "species": ["C", "C", "C", "C", "O", "C", "O", "H", "H", "H", "H", "H", "H", "H", "H", "H", "H"], "positions_angstrom": [[0.808881, -0.052407, 2.457194], [0.029214, -0.667486, 1.317306], [0.078406, 0.670049, -1.169038], [-1.463309, 0.525119, -1.145438], [-1.891160, -0.813614, -1.242136], [0.843208, -0.625946, -0.948517], [0.987312, -0.881815, 0.450634], [0.362406, 0.951258, 2.521118], [0.722583, -0.512505, 3.437920], [1.860415, 0.065279, 2.163044], [0.417326, 1.082622, -2.121451], [0.397683, 1.385091, -0.399742], [-1.888824, 1.056224, -2.003247], [-1.868082, 0.990495, -0.237039], [-1.702466, -1.202120, -0.370974], [1.890721, -0.498264, -1.224443], [0.415687, -1.471980, -1.485190]], "forces_ev_per_angstrom": [[-0.107, -0.085, 0.225], [0.612, 0.290, -0.118], [0.075, 0.016, -0.132], [0.051, 0.327, -0.032], [-0.041, -0.157, 0.258], [-0.004, 0.043, -0.436], [0.199, 0.215, 0.303], [-0.014, -0.105, 0.143], [-0.264, -0.074, 0.066], [-0.159, -0.102, 0.319], [-0.107, -0.054, -0.086], [-0.004, -0.086, -0.162], [0.031, -0.111, 0.131], [0.089, -0.086, -0.130], [-0.103, 0.002, -0.087], [-0.179, -0.033, -0.350], [-0.076, 0.000, 0.089]]}

=====

{"formula": "C5H10O2", "method": "ωB97M-V/def2-TZVPD", "smiles": "CCO[C@@H](C)C=O", "species": ["C", "C", "O", "C", "C", "C", "O", "H", "H", "H", "H", "H", "H", "H", "H", "H", "H"], "positions_angstrom": [[2.514388, -0.592458, -0.097747], [1.088045, -0.879980, 0.323767], [0.220563, -0.128186, -0.505094], [-1.068137, 0.075151, 0.042193], [-1.211688, 1.528081, 0.493479], [-2.079677, -0.248419, -1.043493], [-3.127513, -0.809870, -0.837822], [2.746421, 0.462111, 0.078232], [3.216456, -1.208707, 0.473360], [2.650151, -0.804241, -1.162430], [0.857271, -1.952493, 0.236130], [0.943099, -0.592673, 1.375502], [-1.261795, -0.611620, 0.876457], [-2.116774, 1.673370, 1.090896], [-0.339793, 1.807379, 1.092717], [-1.249118, 2.194051, -0.376029], [-1.781895, 0.088496, -2.060116]], "forces_ev_per_angstrom": [[0.023, -0.001, -0.014], [0.222, -0.102, 0.155], [-0.038, 0.027, -0.126], [-0.185, 0.015, 0.113], [-0.074, 0.026, -0.011], [-0.293, -0.131, 0.119], [0.420, 0.270, -0.122], [0.014, -0.141, -0.052], [-0.108, 0.087, -0.074], [-0.021, 0.013, 0.143], [0.005, 0.132, 0.011], [0.023, -0.035, -0.106], [0.061, 0.076, -0.096], [0.094, -0.029, -0.118], [-0.128, -0.061, -0.039], [0.032, -0.080, 0.125], [-0.045, -0.067, 0.091]]}

=====

{"formula": "C5H10O2", "method": "ωB97M-V/def2-TZVPD", "smiles": "OC[C@H]1CCCO1", "species": ["O", "C", "C", "C", "C", "C", "O", "H", "H", "H", "H", "H", "H", "H", "H", "H", "H"], "positions_angstrom": [[2.815694, -0.428896, -0.848787], [1.750574, -0.914979, -0.063751], [0.408842, -0.301374, -0.446902], [-0.730381, -0.797399, 0.429976], [-1.795046, 0.295849, 0.299000], [-0.933022, 1.552417, 0.030277], [0.409382, 1.111189, -0.227258], [2.733830, 0.534691, -0.830586], [1.930489, -0.762817, 1.016516], [1.699993, -2.000504, -0.235449], [0.237127, -0.506037, -1.518709], [-0.359548, -0.811702, 1.462387], [-1.063044, -1.803240, 0.163841], [-2.386241, 0.387393, 1.219621], [-2.494186, 0.098881, -0.526456], [-0.911639, 2.218865, 0.902143], [-1.312824, 2.127663, -0.825862]], "forces_ev_per_angstrom": [[-0.054, 0.361, 0.025], [-0.309, -0.133, 0.163], [-0.074, -0.202, 0.027], [0.032, -0.161, 0.060], [0.025, -0.003, 0.005], [-0.181, 0.073, 0.058], [0.024, -0.076, 0.038], [0.160, -0.112, -0.063], [-0.021, 0.096, -0.269], [-0.025, 0.274, 0.026], [-0.089, 0.038, 0.190], [-0.079, -0.116, -0.097], [-0.072, 0.138, 0.023], [0.129, 0.048, -0.287], [0.288, 0.036, 0.178], [0.102, -0.128, -0.201], [0.144, -0.134, 0.123]]}

=====

{"formula": "C5H10O2", "method": "ωB97M-V/def2-TZVPD", "smiles": "CC1(C)CC1(O)O", "species": ["C", "C", "C", "C", "C", "O", "O", "H", "H", "H", "H", "H", "H", "H", "H", "H", "H"], "positions_angstrom": [[0.211179, -0.629751, 1.416146], [-0.085190, 0.124434, 0.126898], [0.563575, -1.274615, 0.087940], [0.801015, 1.341018, -0.264329], [-1.406914, 0.349170, -0.599290], [-0.240043, -2.239924, -0.575035], [1.895346, -1.443788, -0.151832], [1.065187, -0.421137, 2.025388], [-0.624311, -1.014490, 2.014029], [0.557922, 1.707127, -1.205738], [1.802074, 0.977202, -0.215201], [0.556566, 2.260774, 0.282553], [-1.925506, 1.234787, -0.021984], [-2.015626, -0.568857, -0.811437], [-1.157974, 0.602974, -1.691289], [-0.897851, -2.617094, 0.007126], [2.247946, -1.348062, -0.994455]], "forces_ev_per_angstrom": [[-1.301, -1.234, -0.644], [1.472, 0.903, -1.640], [-1.604, 1.207, -0.749], [-0.804, -0.907, 2.056], [-0.767, 0.285, -0.133], [0.697, 0.118, 0.296], [0.013, -0.647, 3.352], [0.396, 0.601, 0.054], [0.181, 0.006, -0.371], [-0.179, -0.115, -2.240], [1.031, 0.614, 0.206], [0.548, -0.455, 0.864], [0.418, -1.828, -1.576], [0.103, 0.865, 1.123], [-0.273, 0.271, 1.702], [0.000, -0.112, 0.361], [0.070, 0.428, -2.661]]}

=====

{"formula": "C5H10O2", "method": "ωB97M-V/def2-TZVPD", "species": ["C", "C", "C", "O", "C", "C", "O", "H", "H", "H", "H", "H", "H", "H", "H", "H", "H"], "positions_angstrom": [[2.196613, 0.226082, -0.570924], [0.868258, -0.423141, -0.234805], [0.125680, 0.247702, 0.919065], [-1.159718, -0.303795, 1.057706], [-0.897950, -1.207913, -1.671371], [-2.221822, 0.535933, 0.642335], [-0.005388, -0.305566, -1.390333], [2.665502, -0.274414, -1.422992], [2.886689, 0.167682, 0.277909], [2.054028, 1.280094, -0.829562], [0.982110, -1.494887, -0.023591], [0.087597, 1.333077, 0.744946], [0.673095, 0.072341, 1.853628], [-0.706167, -2.068272, -0.971654], [-2.279461, 1.444584, 1.259767], [-2.133334, 0.816927, -0.413453], [-3.135738, -0.046437, 0.773333]], "forces_ev_per_angstrom": [[0.016, 0.031, -0.007], [0.120, -0.058, 0.165], [0.187, 0.103, -0.024], [0.015, -0.060, 0.095], [0.390, 0.042, 0.160], [-0.215, 0.105, -0.033], [-0.213, -0.170, -0.207], [-0.089, 0.052, 0.124], [-0.163, -0.008, -0.089], [0.002, -0.136, 0.045], [-0.063, 0.143, -0.046], [-0.050, -0.140, 0.013], [0.020, 0.040, -0.150], [-0.074, 0.080, -0.116], [0.039, -0.151, -0.067], [0.001, -0.003, 0.151], [0.078, 0.129, -0.014]]}

=====

{"formula": "C5H10O2", "method": "ωB97M-V/def2-TZVPD", "smiles": "C/C=C/C=C/O.O", "species": ["C", "C", "C", "C", "C", "O", "H", "H", "H", "H", "H", "H", "H", "H", "H", "H", "O"], "positions_angstrom": [[2.701780, -0.547013, 0.979526], [1.968729, 0.032384, -0.192733], [0.952634, -0.521336, -0.856826], [-0.286871, 0.071724, -1.365821], [-1.383485, -0.700242, -1.497001], [-2.564720, -0.417447, -0.893435], [3.781890, -0.376319, 0.859276], [2.484478, 0.064901, 1.853689], [2.606384, -1.620053, 1.114048], [2.130950, 1.109420, -0.267804], [0.955679, -1.613801, -0.873926], [-0.384798, 1.128521, -1.132725], [-1.390895, -1.668280, -1.968153], [-2.358538, 0.097506, -0.097024], [-3.853015, 1.572162, 1.565514], [-2.394568, 2.072841, 1.471134], [-2.965632, 1.315034, 1.302259]], "forces_ev_per_angstrom": [[1.571, 0.158, -1.012], [-0.552, 1.071, 0.368], [0.385, -1.394, -0.823], [0.637, 0.371, 0.472], [0.072, 0.170, 0.700], [-0.019, 0.183, -0.781], [-0.004, -0.081, -0.086], [-0.459, -0.425, 0.268], [-0.477, -0.001, 0.248], [-0.350, 0.044, 0.046], [-0.254, 0.035, 0.343], [-0.405, -0.041, 0.262], [0.188, -0.419, 0.125], [-0.467, 0.318, -0.185], [-0.011, 0.035, -0.030], [-0.160, -0.039, 0.037], [0.305, 0.013, 0.048]]}

=====

{"formula": "C5H10O2", "method": "ωB97M-V/def2-TZVPD", "species": ["C", "C", "C", "O", "C", "C", "O", "H", "H", "H", "H", "H", "H", "H", "H", "H", "H"], "positions_angstrom": [[-2.358065, -0.540195, -0.285432], [-1.168480, 0.392058, -0.449149], [0.137023, -0.209008, 0.029696], [0.496928, -1.477305, -0.430424], [1.312383, 0.777544, -0.172938], [2.503983, 0.427620, 0.681254], [2.574513, -0.569160, 1.352334], [-3.284094, -0.056175, -0.611686], [-2.209302, -1.451019, -0.872231], [-2.472096, -0.828542, 0.766141], [-1.062904, 0.709446, -1.498537], [-1.289681, 1.308177, 0.146783], [-0.017541, -0.608626, 1.333682], [0.780649, -1.611954, 0.561541], [1.047586, 1.830875, 0.008002], [1.666153, 0.747913, -1.222877], [3.342939, 1.158345, 0.663834]], "forces_ev_per_angstrom": [[-0.036, -0.013, 0.007], [0.123, -0.055, 0.035], [-0.605, 0.721, 3.236], [0.740, -0.793, 2.391], [-0.184, -0.213, 0.332], [-0.016, 0.125, -0.066], [0.065, 0.036, 0.095], [0.126, -0.106, 0.042], [-0.058, 0.112, 0.093], [-0.008, 0.021, -0.153], [0.023, -0.118, 0.151], [-0.153, -0.143, -0.189], [-0.014, 2.781, -2.909], [0.420, -1.759, -3.446], [-0.039, -0.254, 0.085], [-0.289, -0.179, 0.296], [-0.096, -0.164, 0.000]]}

=====

{"formula": "C5H10O2", "method": "ωB97M-V/def2-TZVPD", "species": ["C", "C", "C", "C", "O", "C", "O", "H", "H", "H", "H", "H", "H", "H", "H", "H", "H"], "positions_angstrom": [[-1.808117, -1.476296, 1.308400], [-0.989665, -0.268234, 0.945383], [0.900158, 0.342249, -1.275430], [1.848852, 0.360274, -0.050963], [1.564576, 1.388031, 0.864821], [-0.469594, 0.937806, -1.006703], [-1.287537, -0.020026, -0.298456], [-1.086727, -2.304293, 1.362223], [-2.260439, -1.396055, 2.298964], [-2.559531, -1.720356, 0.547747], [1.337798, 0.895059, -2.111633], [0.763092, -0.691386, -1.616539], [2.876293, 0.511458, -0.399975], [1.820602, -0.616660, 0.451847], [0.765775, 1.076579, 1.335717], [-1.021649, 1.123735, -1.930774], [-0.393888, 1.858123, -0.424626]], "forces_ev_per_angstrom": [[-0.006, 0.051, 0.099], [-0.367, -0.280, -0.377], [-0.005, 0.047, -0.104], [0.124, -0.252, -0.222], [-0.171, -0.046, 0.171], [0.120, 0.164, -0.156], [0.120, -0.155, 0.305], [-0.050, 0.094, 0.058], [0.118, 0.063, -0.043], [0.049, 0.028, 0.147], [0.013, 0.044, 0.104], [0.059, 0.144, -0.043], [-0.160, -0.036, 0.069], [-0.019, 0.124, -0.070], [0.097, 0.123, -0.010], [0.152, -0.001, 0.108], [-0.074, -0.112, -0.035]]}

=====

LUMO level for the records above, in order: 0.76, 0.99, 1.02, 0.77, 0.90, 0.46, 0.96, 0.92 eV
E_tot for the records above, in order: -9438.5881, -9441.3071, -9441.6574, -9440.0729, -9438.4027, -9439.7648, -9440.0621, -9439.3361 eV
Gap between HOMO and LUMO for the records above, in order: 9.44, 10.59, 10.84, 9.78, 9.29, 7.86, 10.78, 9.79 eV